# 1
This record from the OMol25 dataset describes a single C3H3N3O2 molecule at a distorted geometry. The level of theory is ωB97M-V/def2-TZVPD.

Computed properties:
Energy = -11717.614 eV
E_HOMO = -8.81 eV
Multiplicity = 1
Net charge = 0
Kohn-Sham gap = 7.413 eV
Largest force on an atom = 6.63 eV Å⁻¹

Cartesian coordinates (Å):
C1 0.85 -1.38 0.33
C2 1.62 -0.39 -0.49
C3 -1.45 1.25 0.52
N1 -0.31 -0.87 0.85
N2 -0.59 0.29 0.96
N3 -1.41 1.33 -0.82
O1 1.44 0.74 -0.22
O2 -1.22 0.29 -1.47
H1 1.21 -2.30 0.61
H2 1.89 -0.87 -1.45
H3 -2.03 1.90 1.17

Löwdin analysis output, partial charges in e: -0.030 -0.272 -0.118 0.096 0.053 -0.049 0.059 -0.050 0.063 0.129 0.119

# 2
This record from the OMol25 dataset describes a single C3H3N3O2 molecule at a distorted geometry. The level of theory is ωB97M-V/def2-TZVPD.

Computed properties:
Energy = -11720.522 eV
E_HOMO = -9.38 eV
Multiplicity = 1
Net charge = 0
Kohn-Sham gap = 8.175 eV
Largest force on an atom = 5.72 eV Å⁻¹

Cartesian coordinates (Å):
C1 1.23 0.04 -0.02
C2 0.62 1.26 0.01
C3 -1.41 -0.12 -0.04
H1 3.26 0.59 -0.35
H2 1.00 2.26 0.33
H3 -2.99 0.71 0.52
N1 -2.63 -0.18 0.19
N2 -0.64 -1.27 -0.05
N3 0.61 -1.17 -0.16
O1 2.62 -0.23 0.22
O2 -0.77 1.19 -0.22

Löwdin analysis output, partial charges in e: -0.367 0.010 -0.445 0.248 0.147 0.079 0.183 0.114 0.110 -0.072 -0.008

# 3
This record from the OMol25 dataset describes a single C3H3N3OS molecule at a distorted geometry. The level of theory is ωB97M-V/def2-TZVPD.

Computed properties:
Energy = -20509.580 eV
E_HOMO = -10.77 eV
Multiplicity = 1
Net charge = 0
Kohn-Sham gap = 10.352 eV
Largest force on an atom = 6.10 eV Å⁻¹

Cartesian coordinates (Å):
C1 1.30 0.65 -0.12
C2 -1.07 1.01 -0.11
C3 -0.74 -1.12 -0.11
H1 1.59 -1.39 0.47
H2 -0.61 2.18 -0.16
H3 -0.39 -2.22 0.08
N1 -0.04 0.07 -0.29
N2 -2.22 0.47 0.14
N3 -1.99 -0.95 0.02
O1 1.40 1.91 0.08
S1 2.77 -0.60 0.00

Löwdin analysis output, partial charges in e: -0.604 -0.172 -0.236 -0.074 0.197 0.156 -0.042 0.050 0.033 -0.036 0.727

How do the records compare in relative energy (zero: lowest compared OMol25 entry of this formula, charge and spin)? In the order shown, they have 805.0 524.4 366.5 kJ/mol.